(1)
The following is a quantum chemistry calculation of a molecular structure, C46H49BrCl4N2O7Sn, from the Open Molecules 2025 dataset.

Geometry as ORCA input:
```
! RIJCOSX wB97M-V def2-TZVPD def2/J DEFGRID3
* xyz -2 1
Sn -2.41 0.05 1.64
C 3.89 -3.43 -2.25
C 2.71 -2.72 -2.94
C 3.23 -1.43 -3.57
C 2.16 -3.62 -4.06
C 1.61 -2.45 -1.91
C 1.09 -1.22 -1.69
C 0.05 -1.00 -0.73
N -0.52 0.16 -0.48
C -0.07 1.38 -0.72
C 1.31 1.72 -0.88
C 1.71 3.00 -1.09
C 0.70 4.02 -1.10
C -0.63 3.81 -0.89
C -1.10 2.44 -0.72
O -2.29 2.13 -0.62
C -1.54 5.06 -0.84
C -3.00 4.77 -0.46
C -0.99 6.04 0.21
C -1.54 5.73 -2.22
C 3.17 3.40 -1.29
C 4.11 2.20 -1.24
C 3.60 4.40 -0.20
C 3.32 4.06 -2.67
C -0.51 -2.14 0.00
O -1.44 -1.99 0.81
C 0.09 -3.46 -0.24
C 1.08 -3.55 -1.16
C -0.43 -4.69 0.51
C 0.32 -5.96 0.10
C -1.93 -4.91 0.21
C -0.23 -4.50 2.02
H 4.70 -3.57 -2.97
H 3.60 -4.41 -1.87
H 4.26 -2.83 -1.42
H 4.04 -1.67 -4.27
H 3.63 -0.75 -2.81
H 2.45 -0.91 -4.13
H 2.94 -3.84 -4.79
H 1.33 -3.11 -4.57
H 1.78 -4.56 -3.66
H 1.40 -0.38 -2.30
H 2.04 0.93 -0.74
H 1.03 5.04 -1.26
H -3.07 4.28 0.51
H -3.49 4.13 -1.18
H -3.54 5.73 -0.41
H -0.89 5.53 1.18
H -1.68 6.88 0.33
H -0.01 6.44 -0.07
H -1.97 5.05 -2.97
H -0.53 6.00 -2.54
H -2.15 6.64 -2.20
H 4.07 1.70 -0.26
H 5.13 2.52 -1.41
H 3.85 1.46 -2.01
H 3.52 3.94 0.78
H 2.97 5.29 -0.21
H 4.64 4.71 -0.36
H 3.02 3.36 -3.46
H 4.36 4.35 -2.84
H 2.69 4.95 -2.76
H 1.50 -4.53 -1.36
H 0.20 -6.18 -0.97
H -0.09 -6.80 0.66
H 1.38 -5.89 0.33
H -2.09 -5.04 -0.86
H -2.52 -4.06 0.55
H -2.28 -5.81 0.73
H 0.83 -4.36 2.26
H -0.59 -5.38 2.56
H -0.78 -3.63 2.38
O 1.02 4.46 5.68
C 0.29 3.80 4.73
C 0.87 3.28 3.59
C 0.05 2.66 2.66
N -1.28 2.58 2.81
C -1.79 3.06 3.91
Br -3.68 2.92 4.08
C -1.08 3.69 4.92
H 1.94 4.42 5.43
H 1.94 3.33 3.43
H 0.46 2.22 1.76
H -1.56 4.07 5.81
Cl 2.46 -3.52 5.29
C 0.99 -2.69 4.86
C -0.21 -3.02 5.46
Cl -0.25 -4.26 6.69
C -1.39 -2.35 5.07
Cl -2.91 -2.75 5.83
C -1.41 -1.39 4.06
O -2.50 -0.83 3.60
C -0.15 -1.01 3.46
O -0.17 -0.09 2.57
C 1.01 -1.68 3.87
Cl 2.49 -1.27 3.06
O -6.44 -1.17 -0.24
C -5.21 -1.27 -0.13
O -4.47 -0.82 0.80
C -4.46 -2.02 -1.23
C -4.97 -3.20 -1.75
C -4.27 -3.89 -2.74
C -3.07 -3.38 -3.23
C -2.57 -2.19 -2.72
C -3.26 -1.51 -1.72
H -5.90 -3.58 -1.36
H -4.66 -4.82 -3.13
H -2.52 -3.91 -3.99
H -1.63 -1.79 -3.09
H -2.87 -0.59 -1.29
*
```

Output
- energy relative to the best compared isomer or geometry (same formula, charge and spin) (kJ/mol) = 15.1
- HOMO (spin up / spin down) (eV) = -1.930 / -1.930
- M (g mol⁻¹) = 1082.3
- max |F| (eV/A) = 0.8

(2)
The following is a quantum chemistry calculation of a molecular structure, C46H49Cl76FN3OP2, from the Open Molecules 2025 dataset.

Geometry as ORCA input:
```
! RIJCOSX wB97M-V def2-TZVPD def2/J DEFGRID3
* xyz 1 1
C 2.08 -4.21 3.00
C 1.94 -3.23 1.76
C 0.60 -2.44 1.78
F 0.00 -2.69 3.05
N 0.58 -0.97 1.63
C -0.76 -0.32 1.35
C -2.09 -1.11 1.51
C -2.84 -0.49 2.84
C -2.65 -1.39 4.17
O -3.96 -1.27 3.34
C -0.72 0.74 0.15
C -1.45 2.11 0.58
C -3.01 2.04 0.71
C -3.77 2.96 -0.36
C -3.32 4.46 -0.27
N -2.82 4.88 -1.60
P -1.65 0.31 -1.44
C -1.61 -1.57 -1.77
C -0.80 1.07 -2.94
C -1.80 1.00 -4.18
C 0.89 0.95 0.12
C 1.46 2.44 0.21
C 1.70 -0.21 0.92
C 2.39 -0.92 -0.31
C 3.82 -0.76 -0.53
C 4.45 -1.54 -1.70
C 3.54 -2.36 -2.48
C 2.13 -2.35 -2.09
N 1.55 -1.70 -1.05
P 2.69 0.45 2.36
C 4.12 1.57 2.01
C 4.27 2.56 3.27
C 3.27 -0.79 3.61
C 4.70 -1.43 3.29
H 1.22 -4.91 3.09
H 2.99 -4.84 2.84
H 2.17 -3.66 3.99
H 1.91 -3.92 0.88
H 2.88 -2.64 1.63
H -0.10 -2.92 1.03
H 0.71 -0.65 2.61
H -0.83 0.42 2.21
H -2.84 -1.02 0.69
H -2.04 -2.18 1.81
H -2.84 0.65 2.97
H -2.74 -0.80 5.10
H -2.60 -2.49 4.07
H -0.94 2.50 1.50
H -1.24 2.80 -0.28
H -3.31 2.46 1.71
H -3.47 1.03 0.61
H -3.56 2.48 -1.36
H -4.86 2.86 -0.14
H -4.26 5.06 -0.06
H -2.63 4.68 0.57
H -2.07 4.26 -1.92
H -2.43 5.83 -1.56
H -1.13 -1.81 -2.76
H -2.67 -1.92 -1.78
H -1.08 -2.11 -0.94
H -0.47 2.12 -2.74
H 0.06 0.41 -3.20
H -2.55 0.18 -4.02
H -1.23 0.80 -5.12
H -2.33 1.98 -4.29
H 1.10 0.77 -0.98
H 2.44 2.40 -0.34
H 1.59 2.79 1.26
H 0.84 3.16 -0.37
H 4.52 -0.17 0.09
H 5.55 -1.46 -1.85
H 3.96 -2.94 -3.32
H 1.46 -2.97 -2.73
H 4.10 2.17 1.08
H 5.09 1.00 1.99
H 5.10 2.25 3.95
H 3.33 2.45 3.88
H 4.32 3.63 2.96
H 3.44 -0.20 4.56
H 2.51 -1.57 3.89
H 4.89 -2.38 3.85
H 5.52 -0.68 3.43
H 4.72 -1.66 2.18
C -0.68 -1.10 -7.67
Cl 0.94 -0.42 -7.47
Cl -1.84 0.20 -7.96
Cl -0.69 -2.21 -9.05
Cl -1.14 -1.99 -6.20
C -0.83 1.82 6.58
Cl -1.46 0.65 7.75
Cl -2.06 3.03 6.23
Cl 0.61 2.61 7.26
Cl -0.38 0.98 5.08
C 1.14 -5.03 7.03
Cl -0.11 -6.13 7.63
Cl 1.52 -3.84 8.28
Cl 2.60 -5.95 6.62
Cl 0.55 -4.20 5.58
C -7.51 -2.24 1.60
Cl -8.20 -3.41 2.74
Cl -8.71 -0.99 1.24
Cl -6.07 -1.50 2.31
Cl -7.07 -3.08 0.10
C -5.11 0.07 9.69
Cl -5.19 1.10 8.25
Cl -6.47 -1.07 9.69
Cl -3.58 -0.84 9.69
Cl -5.20 1.08 11.15
C 3.89 5.14 8.87
Cl 5.62 4.79 8.99
Cl 3.07 3.80 8.04
Cl 3.20 5.33 10.49
Cl 3.65 6.63 7.95
C 5.52 -7.20 2.04
Cl 7.25 -7.53 2.16
Cl 4.72 -8.53 1.19
Cl 4.84 -7.05 3.67
Cl 5.26 -5.69 1.15
C -6.04 -1.03 -7.62
Cl -7.26 -2.25 -7.20
Cl -4.48 -1.48 -6.93
Cl -5.90 -0.93 -9.38
Cl -6.53 0.55 -6.98
C -6.26 4.44 -5.94
Cl -6.21 5.43 -7.41
Cl -7.71 3.41 -5.97
Cl -4.81 3.42 -5.87
Cl -6.31 5.49 -4.51
C 3.57 1.90 -3.64
Cl 4.67 3.22 -3.24
Cl 1.90 2.49 -3.56
Cl 3.90 1.30 -5.27
Cl 3.78 0.55 -2.47
C -2.65 0.79 14.38
Cl -1.08 1.60 14.31
Cl -3.00 0.05 12.81
Cl -2.63 -0.46 15.63
Cl -3.91 1.99 14.75
C -8.35 6.78 -10.93
Cl -9.14 5.70 -9.76
Cl -9.46 8.08 -11.38
Cl -6.89 7.47 -10.21
Cl -7.91 5.85 -12.38
C 7.58 2.35 -6.38
Cl 9.20 3.03 -6.17
Cl 6.43 3.66 -6.68
Cl 7.58 1.23 -7.75
Cl 7.11 1.47 -4.91
C 3.10 -1.89 -11.02
Cl 2.39 -3.01 -9.84
Cl 1.92 -0.63 -11.41
Cl 4.55 -1.14 -10.32
Cl 3.54 -2.78 -12.49
C -1.68 7.66 1.40
Cl -2.98 6.62 2.00
Cl -1.23 8.83 2.64
Cl -0.27 6.66 0.99
Cl -2.23 8.51 -0.05
C 3.44 -7.87 10.55
Cl 3.49 -6.87 12.01
Cl 4.79 -7.43 9.49
Cl 3.56 -9.58 10.99
Cl 1.91 -7.59 9.69
C 0.16 -0.64 -15.29
Cl -0.43 -1.95 -16.31
Cl 0.41 0.81 -16.28
Cl -1.04 -0.29 -14.03
Cl 1.69 -1.11 -14.53
C 8.33 -9.28 10.49
Cl 9.30 -7.82 10.20
Cl 7.13 -8.96 11.75
Cl 7.51 -9.74 8.99
Cl 9.39 -10.60 11.00
C -4.63 3.97 -14.46
Cl -4.56 4.95 -15.93
Cl -6.08 2.95 -14.50
Cl -3.19 2.94 -14.37
Cl -4.70 5.03 -13.05
*
```

Output
- HOMO (eV) = -10.193
- M (g mol⁻¹) = 3435.3
- max |F| (eV/A) = 4.4

no.,E_tot (eV)
1,-191778.8012
2,-1027993.1546